80
Properties=species:S:1:pos:R:3:lowdin_charge:R:1 method="wB97M-V/def2-TZVPD" e_homo_ev=-5.336 gap_ev=7.697 energy_ha=-4852.8184 charge=-1
O -1.29 -1.55 4.18 0.02
H -0.86 -8.16 2.37 0.08
C 0.76 0.25 0.20 -0.14
H -2.15 2.09 -4.05 0.06
H 1.70 -6.62 1.44 0.08
C -0.42 -1.48 3.35 -0.28
H 3.28 1.65 -5.73 0.13
H 1.97 0.85 -3.38 0.08
H 1.36 -9.19 3.05 0.13
H -3.03 3.99 -3.05 0.05
H -0.01 3.13 0.54 0.06
H -2.34 7.02 -0.09 0.08
H -1.90 4.76 -0.98 0.13
H -1.93 5.32 -3.43 0.08
C 2.47 -0.90 4.96 -0.47
H -1.06 0.71 -4.04 0.07
H -2.57 0.63 -4.96 0.08
H 0.01 -0.21 -0.45 0.03
C -0.21 -7.70 3.12 -0.06
H -2.47 2.94 0.66 0.03
O 2.36 1.99 -0.75 0.12
F 2.38 -1.87 2.40 0.14
H -1.52 7.15 -1.65 0.08
C 1.25 -8.11 2.92 -0.51
F 1.93 -3.15 5.64 0.15
H 5.18 0.21 -4.94 0.07
C -2.71 5.36 -1.41 -0.50
Br 0.95 2.21 3.62 0.10
H 1.98 -6.58 3.87 0.08
C 2.53 -2.42 4.68 -0.36
C -2.82 0.45 -2.81 -0.49
H -4.77 0.42 -1.90 0.08
C 0.38 -2.84 3.18 -0.44
H -2.65 0.64 1.03 0.02
C -2.38 2.69 1.72 -0.22
H -0.30 -6.62 3.03 0.08
C 4.15 0.04 -4.61 -0.06
O 2.06 -7.54 3.95 -0.05
H 4.96 2.67 -4.12 0.08
H -4.39 1.92 -2.75 0.07
C 1.76 -7.70 1.55 -0.06
F -0.08 -3.77 4.04 0.11
H -2.72 -0.64 -2.80 0.14
H -2.22 1.84 -1.55 0.08
H -4.64 5.41 -1.04 0.08
O 1.98 1.09 -4.31 -0.06
O 0.15 2.73 -0.32 0.07
H -3.67 5.61 -3.32 0.08
C -4.29 0.83 -2.78 -0.06
H -4.81 0.47 -3.67 0.08
F 0.13 -3.29 1.92 0.10
H 2.81 -7.99 1.44 0.08
O -3.88 4.93 -0.70 -0.05
H 3.33 3.32 -3.90 0.08
O -2.17 0.87 -1.62 -0.05
C -2.11 1.00 -4.04 -0.05
C -2.84 5.05 -2.89 -0.05
F 2.43 -3.99 2.93 0.13
C 3.34 1.32 -4.69 -0.50
O 3.28 -0.15 4.50 0.14
C 1.92 -2.78 3.29 -0.35
C -2.43 6.83 -1.16 -0.06
H -0.55 -7.99 4.11 0.08
H 1.19 -8.16 0.75 0.08
H -3.26 3.10 2.23 0.06
F 3.83 -2.76 4.66 0.14
B 1.09 1.68 -0.28 -0.82
H 1.67 -0.36 0.22 0.03
H 4.18 -0.32 -3.58 0.08
H -2.87 0.85 2.78 0.03
C 3.94 2.42 -3.83 -0.06
H -3.26 7.44 -1.54 0.08
H 2.44 2.95 -0.82 0.10
In -0.24 0.43 2.14 0.57
O 1.41 -0.58 5.70 0.13
H 3.94 2.09 -2.79 0.07
C -2.27 1.17 1.92 -0.32
H 3.71 -0.74 -5.23 0.08
H 1.40 0.39 5.78 0.09
H -1.51 3.22 2.12 0.02

***

34
Properties=species:S:1:pos:R:3:mulliken_spin:R:1 method="wB97M-V/def2-TZVPD" e_homo_ev="-6.992 / -7.504" gap_ev="6.727 / 7.121" energy_ha=-2553.1387 relative_energy_ev=2.527 charge=0 spin_multiplicity=2
H 1.24 -1.47 3.30 0.00
C 3.30 -2.70 0.17 0.00
C 2.23 -1.40 -1.54 0.00
C 0.46 -0.81 2.90 0.00
C 1.36 -1.30 0.61 0.00
C 3.27 -2.26 -1.16 0.00
H -0.36 -0.30 4.82 0.00
C -0.43 -0.16 3.75 0.00
C -0.84 -0.42 -2.52 0.54
H 4.05 -3.41 0.51 0.00
H 2.31 -2.53 2.11 0.00
H -1.82 2.89 0.18 0.00
H -0.16 -0.16 -3.35 0.00
H -3.55 2.06 -1.27 0.02
H -0.48 -1.29 -1.95 -0.03
C -1.40 0.67 3.17 0.00
C 0.39 -0.62 1.51 0.00
I 1.51 2.10 -2.00 0.14
H 4.00 -2.56 -1.90 0.00
H -1.89 -0.53 -2.84 -0.03
N -0.54 0.21 0.96 0.00
N 1.30 -1.00 -0.69 -0.01
H -2.57 0.66 -1.24 0.03
H -2.12 1.22 3.77 0.00
C -2.56 1.71 -1.62 -0.02
C 2.34 -2.22 1.07 0.00
H -0.55 3.05 -1.15 0.00
H 2.16 -0.99 -2.55 0.00
Cu -0.80 1.07 -1.18 0.32
H -2.18 1.42 1.31 0.00
H -2.56 1.76 -2.72 0.00
C -1.42 0.80 1.78 0.00
C -1.63 2.80 -0.89 0.01
H -2.08 3.70 -1.35 0.01

***

115
Properties=species:S:1:pos:R:3:lowdin_charge:R:1 method="wB97M-V/def2-TZVPD" e_homo_ev=-5.980 gap_ev=6.408 energy_ha=-5469.5120 charge=0
H 6.24 -1.36 -5.68 0.10
C 0.67 3.70 0.18 -0.28
H 4.45 3.39 0.91 0.11
H -1.10 -1.75 4.55 0.05
H -9.82 -2.97 1.52 0.10
C 2.48 6.03 -1.68 -0.10
Ga 2.32 -0.57 -0.38 0.54
H -7.09 -1.97 4.67 0.11
H 2.67 1.94 1.96 0.05
H -1.62 6.05 1.07 0.09
C -1.44 -2.17 2.01 -0.13
H -3.00 -0.50 -4.45 0.10
C -2.08 0.03 -4.65 -0.10
H -1.37 -2.89 2.82 0.11
C 0.27 1.39 -5.14 -0.14
H 2.33 4.05 -2.51 0.12
H -0.92 -1.21 -3.36 0.07
H 5.82 -3.70 -5.18 0.10
H -0.19 -1.68 6.05 0.08
C 5.04 -2.96 -5.05 -0.12
C -1.53 -0.12 -0.78 -0.06
H -3.72 -0.59 -1.00 0.14
H 0.75 5.83 0.45 0.09
C -6.65 -1.87 1.26 -0.23
C -1.20 5.08 0.84 -0.11
N -5.05 -1.39 2.70 0.17
H 2.64 2.28 -0.65 -0.02
C -2.15 -0.80 2.18 -0.09
H 4.63 0.41 -5.03 0.09
H -4.53 -1.20 3.53 0.15
C -0.50 0.22 0.33 -0.43
H -0.14 -3.14 5.08 0.06
N -5.52 -1.57 0.53 0.18
H 4.18 5.85 0.88 0.06
H 4.71 4.84 -2.84 0.08
C 0.30 0.31 -4.25 -0.32
C -8.84 -2.62 1.81 -0.10
C 2.33 -1.71 5.13 -0.14
H 1.20 1.93 -5.35 0.09
C -0.12 -1.44 1.64 -0.43
C -0.11 2.49 0.26 -0.30
C -0.81 -1.49 -0.90 -0.16
C 2.89 4.55 -1.71 -0.50
C 2.89 2.95 2.33 -0.11
H 2.68 5.73 1.82 0.07
H 2.73 -3.81 2.25 0.10
H 1.43 -4.46 4.25 0.06
C 4.38 4.33 -1.93 -0.11
C -7.31 -2.06 3.62 -0.03
C 5.26 -1.66 -5.31 -0.09
C 3.70 -3.44 -4.61 -0.46
H -3.00 1.42 -6.00 0.10
H 1.96 3.38 2.69 0.08
C -2.13 -2.22 -0.57 -0.09
H 4.22 5.32 2.56 0.08
C 3.05 -0.90 -4.58 -0.25
N 0.41 1.28 0.09 0.04
C -4.59 -1.29 1.40 -0.25
Si 1.93 0.04 -3.28 0.67
H -0.05 -4.55 3.28 0.06
C -0.17 -2.05 5.02 -0.10
C -0.90 1.79 -5.77 -0.10
C -8.55 -2.50 3.18 -0.10
N 1.82 -1.63 -2.31 -0.20
H 1.28 -5.65 2.96 0.08
H 0.10 -3.93 0.71 0.08
P 1.47 -1.81 2.51 1.07
C -6.38 -1.76 2.64 -0.19
H 1.65 -3.38 0.06 0.04
H 3.40 -4.31 -5.19 0.10
H -0.51 0.69 2.52 0.14
H -2.14 1.83 0.65 0.11
H -0.89 2.63 -6.46 0.10
H -0.28 -1.82 -1.79 0.09
H 4.59 3.27 -2.04 0.08
H 4.97 4.73 -1.10 0.07
H 2.78 6.50 -2.62 0.08
C -2.00 3.93 0.88 -0.08
N 0.14 -1.13 0.18 -0.05
H 3.18 -1.22 4.66 0.06
C -0.84 -0.07 1.82 -0.08
H 1.40 6.13 -1.57 0.07
C -3.16 -1.18 1.07 -0.19
P 2.38 3.57 -0.25 1.12
H 1.45 -5.05 0.58 0.09
H -2.58 -0.48 3.13 0.13
H 1.76 -2.51 -5.13 0.16
S 3.49 -3.87 -2.79 0.93
H 0.90 -0.38 4.27 0.09
H 2.55 -2.78 5.20 0.06
C 1.18 -4.02 0.81 -0.11
H 3.59 2.87 3.16 0.08
H -9.31 -2.76 3.90 0.10
H 2.22 -1.32 6.14 0.07
C 2.64 -2.34 -4.51 -0.33
C 3.48 3.81 1.21 -0.49
C 4.29 -0.62 -5.00 -0.11
C -0.90 -0.36 -4.03 -0.12
H -8.13 -2.39 -0.21 0.11
C 2.37 -2.49 -3.04 -0.69
C -1.49 2.69 0.60 -0.02
H -2.98 -3.49 1.06 0.15
C 1.65 -3.67 2.23 -0.53
C 0.12 4.95 0.49 -0.13
H -1.58 0.61 -1.59 0.14
C 1.04 -4.63 3.25 -0.11
H 2.97 6.56 -0.86 0.07
C 1.05 -1.47 4.31 -0.55
C -2.84 -0.85 -0.41 -0.08
C -2.43 -2.56 0.89 -0.08
H -3.05 4.03 1.14 0.11
H -2.45 -2.96 -1.31 0.15
C -7.91 -2.30 0.84 -0.02
C 3.65 5.27 1.63 -0.10
C -2.08 1.11 -5.52 -0.11

***

13
Properties=species:S:1:pos:R:3:lowdin_charge:R:1 method="wB97M-V/def2-TZVPD" e_homo_ev=-9.351 gap_ev=10.480 energy_ha=-249.3560 relative_energy_ev=3.189 charge=0 smiles=C#C[C@@H]1CN1C
H -1.83 -1.50 0.59 0.08
C 2.90 -0.89 -0.36 0.11
N -0.41 0.02 0.69 -0.13
C 1.77 -0.50 -0.42 -0.09
H -0.12 -0.31 -1.43 0.14
H 3.90 -1.27 -0.29 0.02
H 0.65 1.88 0.64 0.11
H -2.38 0.01 1.36 0.08
C -0.05 1.27 0.08 -0.11
C -1.79 -0.41 0.54 -0.10
H -2.24 -0.08 -0.41 0.08
C 0.40 -0.03 -0.52 -0.31
H -0.82 1.81 -0.48 0.11

***

110
Properties=species:S:1:pos:R:3:lowdin_charge:R:1 method="wB97M-V/def2-TZVPD" e_homo_ev=-1.651 gap_ev=5.332 energy_ha=-9487.1592 relative_energy_ev=1.050 charge=-2
C 3.31 1.68 4.58 -0.04
C -0.51 0.73 4.00 -0.44
C 1.19 6.20 -1.39 -0.15
C -3.39 -3.80 -6.01 -0.10
C -4.41 1.56 -5.37 -0.10
H -0.23 -4.49 1.41 0.05
C -0.52 5.08 -0.10 -0.22
H -0.25 0.72 6.15 0.06
H -2.74 0.31 -5.90 0.10
C 3.53 -1.98 -0.28 -0.18
H -2.86 -3.59 2.47 0.06
H 2.35 2.27 -2.10 0.10
H 1.80 -4.24 -3.10 0.07
H 0.07 -2.24 -5.32 0.05
H 2.18 -2.20 -3.39 0.04
H 5.14 -1.70 1.87 0.06
C 2.74 1.72 2.15 -0.54
H -2.37 -1.74 4.11 0.05
C -3.41 0.64 -5.11 -0.11
H 3.93 -2.41 -3.18 0.09
C -2.71 4.25 0.17 -0.10
C 4.11 -1.89 2.17 -0.03
H -3.83 -2.16 2.11 0.05
C 3.30 2.38 3.38 -0.12
C 0.20 -4.62 0.42 -0.05
H 1.03 -4.29 2.81 0.05
H 4.13 -2.59 3.01 0.06
H -3.91 0.19 -1.80 0.05
H -0.54 1.82 3.99 0.07
C -2.81 -2.55 2.15 -0.19
C 1.43 -3.76 0.22 -0.17
C 0.16 3.82 -0.12 -0.36
H -4.16 1.32 1.20 0.05
H 4.33 0.01 -0.16 0.07
C 3.83 3.67 3.36 -0.03
H 3.68 -0.95 2.52 0.07
H -5.68 1.87 -2.25 0.10
H 2.74 -4.13 3.18 0.07
C 1.13 -4.16 -2.25 -0.05
H -3.12 1.99 3.41 0.06
O -1.74 5.21 0.56 -0.12
C 3.86 2.24 5.73 -0.11
P -1.82 -0.97 -3.49 0.02
C 4.63 -0.98 -0.52 -0.03
Se -0.06 0.18 -3.86 0.22
H -1.91 0.36 5.65 0.05
H 2.76 4.92 -2.09 0.10
H -2.38 -5.08 -7.40 0.09
C 3.27 -2.41 1.03 -0.18
H 4.87 -0.89 -1.58 0.06
C -2.01 -2.23 -4.83 -0.42
C -4.06 0.58 -2.79 -0.11
H 1.68 -2.72 3.30 0.08
C 1.79 -3.44 -1.10 -0.18
H -4.12 -2.42 -4.52 0.10
H 3.86 1.67 6.66 0.09
H -4.53 1.95 -6.37 0.09
N 2.85 1.93 -0.19 -0.10
Rb 0.67 0.51 0.38 0.80
H -0.64 -0.86 5.48 0.05
H 5.55 -1.26 -0.01 0.07
H -2.40 -2.52 1.14 -0.01
H -4.37 -4.23 -6.20 0.09
H -2.69 4.08 -0.91 0.10
C 2.20 2.60 -1.07 -0.20
C 2.18 -3.26 1.28 -0.17
C 3.02 -1.98 -2.74 -0.06
H -0.94 -2.17 3.17 0.05
N 2.98 2.41 1.07 0.04
H -3.65 0.45 4.11 0.05
C -3.35 0.94 3.18 -0.44
C 1.39 3.83 -0.88 -0.15
H 3.79 4.21 2.43 0.11
H -5.37 1.41 2.49 0.06
H -0.57 -4.32 -0.30 0.04
C -0.85 0.21 5.40 -0.18
H 1.59 7.09 -1.85 0.07
H -0.16 -4.10 -6.96 0.09
C 1.88 -3.62 2.72 -0.05
C -4.48 0.88 2.15 -0.18
O -0.31 2.78 0.44 -0.29
C 4.37 4.23 4.51 -0.11
C -2.28 -4.28 -6.68 -0.12
H -4.76 -0.16 1.95 0.05
C 4.39 3.51 5.70 -0.13
C -0.01 6.22 -0.68 -0.06
H 2.89 0.68 4.60 0.10
C -5.23 2.01 -4.34 -0.11
H 0.84 -5.17 -1.96 0.07
H -0.58 7.14 -0.58 0.10
H -2.56 3.29 0.67 0.06
H -3.69 4.67 0.44 0.08
Se -2.21 -2.07 -1.69 0.25
C -3.26 -2.79 -5.07 -0.11
H 4.79 5.23 4.47 0.09
C -5.05 1.52 -3.05 -0.09
C -0.90 -2.70 -5.51 -0.12
H 4.82 3.95 6.59 0.08
H 0.41 -5.68 0.28 0.08
C 1.85 4.98 -1.51 -0.09
C -1.94 -1.72 3.11 -0.44
As -1.65 0.15 2.50 1.18
H -6.01 2.73 -4.54 0.09
C -3.23 0.14 -3.82 -0.42
O 2.14 0.60 2.27 -0.33
H 0.22 -3.64 -2.58 0.04
H 3.12 -0.89 -2.74 0.07
C 2.78 -2.48 -1.34 -0.18
C -1.03 -3.73 -6.43 -0.10
H 0.51 0.46 3.73 0.02

***

75
Properties=species:S:1:pos:R:3:lowdin_charge:R:1 method="wB97M-V/def2-TZVPD" e_homo_ev="-9.888 / -9.889" gap_ev="5.715 / 5.717" energy_ha=-2019.1380 relative_energy_ev=0.000 charge=+1
C -1.76 0.84 1.38 -0.29
C -3.11 -1.82 -0.82 -0.04
H -1.99 -1.02 -4.20 0.09
C -1.68 1.42 2.73 -0.03
H -4.18 -1.64 -0.62 0.11
H 0.53 -3.15 2.07 0.06
H -0.73 -4.01 0.27 0.07
H -2.35 1.93 -2.60 0.07
C 1.34 -1.37 -5.23 -0.18
H -2.97 -1.97 -1.90 0.08
H 0.76 1.83 -5.63 0.11
H 2.49 0.47 -5.36 0.12
C 2.69 -2.67 -1.00 -0.23
C 0.57 1.33 -3.54 -0.11
H -2.65 1.28 3.23 0.11
H 2.64 4.00 0.18 0.07
C 1.60 0.45 -3.39 -0.14
H 2.58 -2.77 -2.09 0.05
H -1.45 2.49 2.70 0.07
H 3.48 0.37 1.57 0.05
H -2.77 3.45 0.11 0.10
C -2.17 -1.62 2.09 -0.04
H 0.39 -4.55 -1.07 0.07
H 2.30 -2.72 1.85 0.06
H 3.16 -0.71 -4.24 0.11
H -3.23 -1.74 2.33 0.10
P 1.04 -2.49 -0.23 0.78
H 0.99 3.80 -0.59 0.05
H 4.05 2.10 1.28 0.07
C 1.40 2.63 2.24 -0.20
H -1.40 3.36 -1.00 0.07
C -2.92 1.15 -2.09 -0.02
C -0.23 -3.72 -0.69 -0.22
C -2.03 -0.53 1.10 -0.30
C -1.03 -0.84 -4.69 -0.10
C 0.02 -1.69 -4.58 -0.11
C -1.75 3.05 0.00 -0.05
H 1.62 -4.27 1.09 0.07
C -2.25 0.65 -0.86 -0.27
H 1.25 1.85 3.01 0.05
H -1.92 0.84 -5.66 0.11
H 1.97 0.14 -2.40 0.03
H -0.91 0.91 3.34 0.08
C 1.99 3.34 -0.43 -0.23
C -2.39 -0.64 -0.26 -0.29
H -1.12 3.54 0.74 0.06
H 3.09 -3.56 -0.48 0.06
P 1.83 1.88 0.64 0.76
H -3.12 0.35 -2.81 0.07
H 1.94 -2.30 -5.24 0.11
H 3.31 -1.78 -0.73 0.06
H -1.62 -1.40 3.02 0.08
H 3.92 0.93 -0.13 0.06
C -1.82 1.56 0.16 -0.31
H 2.30 3.24 2.45 0.07
H 2.45 3.04 -1.39 0.06
H -0.65 2.49 -4.82 0.11
H 0.50 3.26 2.13 0.05
C -0.03 1.59 -4.89 -0.16
H -3.87 1.59 -1.72 0.11
N 1.66 -0.48 2.66 -0.28
C 3.51 1.22 0.86 -0.24
H -0.48 0.19 -6.47 0.11
O 0.50 -0.61 2.12 -0.31
C -0.91 0.44 -5.48 -0.17
H -0.96 -3.35 -1.43 0.04
H -2.83 -2.75 -0.31 0.06
C 2.21 -0.25 -4.57 -0.17
H -0.05 -2.64 -4.04 0.09
O 1.81 -0.86 3.86 -0.07
H 1.18 -1.08 -6.28 0.11
H 0.08 1.80 -2.69 0.07
H -1.81 -2.60 1.73 0.06
In 0.42 -0.02 -0.33 0.78
C 1.42 -3.22 1.40 -0.24